The following is a quantum chemistry calculation of a molecular structure, C38H48ClN5OSTi, from OMol25.

Output
HOMO-LUMO gap (eV): 7.42
E_LUMO (eV): -6.154
HOMO (eV): -13.574

Geometry as ORCA input:
```
! wB97M-V def2-TZVPD RIJCOSX def2/J DEFGRID3
* xyz 2 1
Ti 1.4301 -0.7543 -0.4029
C 3.9917 0.2510 1.7229
C 4.0270 -1.2134 1.2871
N 2.6785 -1.7707 0.9795
C 1.8405 -2.0544 2.1815
C 1.1690 -0.7792 2.6731
N 0.6552 -0.0182 1.5043
C 0.6927 1.4524 1.6470
C 2.1417 1.9297 1.7442
N 3.0117 1.0404 0.9522
H 4.9994 0.6488 1.6029
H 3.7665 0.3254 2.7847
H 4.4934 -1.8143 2.0701
H 4.6267 -1.3215 0.3862
H 2.8508 -2.6696 0.5251
H 2.4367 -2.5095 2.9732
H 1.0809 -2.7776 1.8828
H 1.8642 -0.1572 3.2265
H 0.3528 -1.0337 3.3496
H -0.3217 -0.2892 1.4044
H 0.1159 1.7747 2.5163
H 0.2410 1.8772 0.7488
H 2.4825 1.9785 2.7789
H 2.1828 2.9446 1.3527
H 3.5092 1.5968 0.2717
C -5.8262 0.6969 4.1600
C -4.3459 0.9399 3.8322
C -4.2585 2.0729 2.8065
C -3.6044 1.3757 5.1077
C -3.6986 -0.3440 3.3205
C -3.8017 -1.5265 4.0866
C -3.2172 -2.7139 3.7027
C -2.4921 -2.7283 2.5126
S -1.6197 -4.0265 1.7602
C -1.1458 -2.9605 0.4819
N -1.6029 -1.7444 0.5899
C -2.3769 -1.5798 1.7363
C -2.9849 -0.3877 2.1376
C -0.3211 -3.3881 -0.6655
C -0.6591 -4.5974 -1.2728
C -0.1213 -4.9556 -2.4985
C 0.7281 -4.0709 -3.1403
C 1.1044 -2.8897 -2.5129
C 0.6511 -2.5301 -1.2401
H -6.2809 1.6301 4.4953
H -5.9590 -0.0345 4.9576
H -6.3734 0.3481 3.2816
H -4.7780 2.9509 3.1915
H -4.7318 1.7979 1.8600
H -3.2215 2.3661 2.6147
H -4.0683 2.2749 5.5177
H -2.5561 1.6011 4.8927
H -3.6352 0.6021 5.8766
H -4.3705 -1.5096 5.0068
H -3.3255 -3.6088 4.3021
H -2.9210 0.4835 1.4949
H -1.3983 -5.2390 -0.8077
H -0.3978 -5.8930 -2.9619
H 1.1191 -4.2968 -4.1241
H 1.7923 -2.2530 -3.0519
O -0.3119 -0.0136 -1.0000
C -0.8356 0.2319 -2.3445
C -2.0414 1.1329 -2.2502
C -1.7752 2.4064 -1.4393
C -0.6084 3.1966 -1.9771
C -0.8049 4.1177 -3.0028
C 0.2785 4.8151 -3.5076
C 1.5338 4.5736 -2.9678
C 1.6382 3.6372 -1.9561
N 0.6023 2.9480 -1.4648
H -1.0096 -0.5314 -0.4653
H -1.0748 -0.7305 -2.7944
H -0.0285 0.6973 -2.9040
H -2.8831 0.5829 -1.8204
H -2.3202 1.4035 -3.2714
H -1.5863 2.1571 -0.3943
H -2.6727 3.0248 -1.4710
H -1.8027 4.2926 -3.3866
H 0.1467 5.5393 -4.3016
H 2.4096 5.1041 -3.3168
H 2.6068 3.4329 -1.5093
Cl 4.6087 -2.0739 -2.1974
C 3.8211 -1.1864 -3.4821
C 4.1206 -1.5258 -4.7870
C 3.5093 -0.8302 -5.8215
C 2.6274 0.2001 -5.5364
C 2.3533 0.5355 -4.2195
C 2.9308 -0.1580 -3.1562
C 2.6695 0.2534 -1.7455
H 4.8305 -2.3161 -4.9930
H 3.7351 -1.0873 -6.8477
H 2.1651 0.7557 -6.3416
H 1.6925 1.3685 -4.0007
H 2.2299 1.2608 -1.7222
H 3.6249 0.2666 -1.2178
*
```

Mulliken atomic charge list, values in e, 4 entries: -0.993, -1.016, -0.574, 0.359

The following is a quantum chemistry calculation of a gas-phase ion, C3H9N4O (charge +1), from OMol25.

Output
SMILES: [H]/N=C/CN/C(O)=[NH+]/N
HOMO-LUMO gap (eV): 9.83
E_LUMO (eV): -3.194
HOMO (eV): -13.022

Geometry as ORCA input:
```
! wB97M-V def2-TZVPD RIJCOSX def2/J DEFGRID3
* xyz 1 1
H -0.7893 -1.9852 2.1823
N -0.5671 -1.4111 1.3779
C -0.5277 -1.9600 0.2509
C -0.1797 -1.3458 -1.0652
N -0.3256 0.0816 -1.2925
C 0.1160 1.0681 -0.4879
O 0.3008 2.2906 -0.9677
N 0.3581 0.8377 0.7661
N 0.9738 1.7552 1.6114
H -0.7204 -3.0301 0.1198
H 0.8621 -1.6548 -1.2531
H -0.7973 -1.8383 -1.8190
H -0.4958 0.3237 -2.2584
H 0.1600 2.3830 -1.9181
H 0.0226 -0.0918 1.2245
H 1.2323 2.6065 1.1217
H 0.3773 1.9707 2.4072
*
```

Mulliken atomic charge list, values in e, 4 entries: 0.214, -0.439, -0.144, -0.627

The following is a quantum chemistry calculation of 2 unconnected molecules or ions with the total composition CH7N4O, from OMol25.

Output
HOMO-LUMO gap (spin up / spin down) (eV): 9.32 / 9.32
E_LUMO (spin up / spin down) (eV): -4.877 / -4.878
HOMO (spin up / spin down) (eV): -14.198 / -14.198

Geometry as ORCA input:
```
! wB97M-V def2-TZVPD RIJCOSX def2/J DEFGRID3
* xyz 1 1
C 0.4044 -0.4131 -0.0975
N 1.5620 -0.8897 -0.0962
N -0.6864 -1.4405 -0.0714
N -0.0559 0.8648 -0.1612
N -1.4024 1.1633 0.0636
O 2.6127 0.6580 -0.1542
H -0.5392 -2.1780 0.6301
H -0.9570 -1.9230 -0.9431
H 0.5592 1.5841 -0.5248
H -1.5807 1.9464 -0.4840
H -1.5132 1.2801 0.9976
H -1.5432 -0.9090 0.2492
H 3.1399 0.2566 0.5919
*
```

Mulliken atomic charge list, values in e, 4 entries: 0.467, -0.405, -0.286, 0.124

The following is a quantum chemistry calculation of C2H5OP in the gas phase, from OMol25.

Output
HOMO-LUMO gap (eV): 9.25
E_LUMO (eV): -0.143
HOMO (eV): -9.388

Geometry as ORCA input:
```
! wB97M-V def2-TZVPD RIJCOSX def2/J DEFGRID3
* xyz 0 1
C -0.2905 -0.2257 -1.1262
C -0.4751 0.5988 0.9677
O 2.0679 0.2455 0.1638
P 0.7779 -0.4238 0.2660
H -1.1464 -0.7652 -1.4713
H 0.1107 0.5716 -1.6391
H -0.2278 1.6260 1.0069
H -1.4188 0.1294 1.3132
H 0.6020 -1.7565 0.5190
*
```

Mulliken atomic charge list, values in e, 4 entries: -0.609, -0.597, -0.668, 0.518

The following is a quantum chemistry calculation of 2 unconnected molecules or ions with the total composition C8H10N2O3, from OMol25.

Output
HOMO-LUMO gap (spin up / spin down) (eV): 6.97 / 6.97
E_LUMO (spin up / spin down) (eV): 0.089 / 0.089
HOMO (spin up / spin down) (eV): -6.878 / -6.878

Geometry as ORCA input:
```
! wB97M-V def2-TZVPD RIJCOSX def2/J DEFGRID3
* xyz 0 1
C -0.0401 1.7877 -0.9826
C -1.1458 1.2238 -0.4502
C 1.2109 1.6434 -0.3102
C 1.2809 0.8793 0.7912
C -0.8906 0.2135 0.5485
C -1.3249 -1.0435 2.3947
C 0.7768 -0.9691 -2.5595
C 0.1238 -0.4557 2.5576
N 0.2366 0.2312 1.3347
N -0.6514 -1.5625 -0.8408
O -1.8875 -1.8319 3.0914
O -1.8691 -0.4971 1.2993
O -0.5285 -0.8079 -2.0512
H -0.2434 2.6533 -1.6530
H -2.2915 1.2775 -0.7391
H 2.0450 2.4144 -0.6153
H 2.2270 0.8781 1.3056
H 0.7345 -0.9206 -3.5804
H 1.1615 -1.8946 -2.2805
H 1.3238 -0.1017 -2.2869
H 0.7981 -1.2750 2.5190
H 0.4923 0.1456 3.4467
H -1.5384 -1.9882 -0.9389
*
```

Mulliken atomic charge list, values in e, 4 entries: -0.109, -0.749, -0.799, -0.107

The following is a quantum chemistry calculation of 2 unconnected molecules or ions with the total composition CH4N3, from OMol25.

Output
HOMO-LUMO gap (eV): 8.51
E_LUMO (eV): -6.455
HOMO (eV): -14.968

Geometry as ORCA input:
```
! wB97M-V def2-TZVPD RIJCOSX def2/J DEFGRID3
* xyz 1 1
C 0.2813 0.3195 -0.4643
N 1.8473 2.1562 -0.9585
N 1.0763 1.3972 -0.7822
N -0.5791 0.3151 0.5182
H 1.3401 -0.9997 -0.4248
H -0.1877 0.1363 -1.4736
H -0.3938 0.6092 1.5052
H -1.5011 -0.1893 0.5746
*
```

Mulliken atomic charge list, values in e, 4 entries: -0.203, -0.089, 0.515, -0.367

The following is a quantum chemistry calculation of 2 unconnected molecules or ions with the total composition C2H10N2S, from OMol25.

Output
Expectation value of S²: 0.75
HOMO-LUMO gap (spin up / spin down) (eV): 2.65 / 8.70
E_LUMO (spin up / spin down) (eV): 3.589 / 3.507
HOMO (spin up / spin down) (eV): 0.938 / -5.198

Geometry as ORCA input:
```
! wB97M-V def2-TZVPD RIJCOSX def2/J DEFGRID3
* xyz -1 2
C -2.2360 -1.5726 -0.5221
S -3.8518 -0.7011 -0.1648
H -2.5157 -2.6008 -0.2946
H -1.5522 -1.0728 0.1624
H -1.9642 -1.5192 -1.5744
H -3.4511 0.1398 0.8170
N 0.8376 1.4468 0.7685
C 2.0479 0.5936 0.6899
N 2.4658 0.3774 -0.6676
H 0.0431 0.8104 0.6737
H 0.8163 2.0379 -0.0529
H 1.9528 -0.2854 1.3182
H 2.8535 1.1514 1.1762
H 2.8740 1.1752 -1.1283
H 1.6800 0.0195 -1.2012
*
```

Mulliken atomic charge list, values in e, 4 entries: -1.163, -0.510, 0.388, -0.135

The following is a quantum chemistry calculation of a molecular structure, C4H6O3Pm, from OMol25.

Output
Expectation value of S²: 8.82
HOMO-LUMO gap (spin up / spin down) (eV): 6.00 / 7.36
E_LUMO (spin up / spin down) (eV): -12.047 / -10.714
HOMO (spin up / spin down) (eV): -18.048 / -18.075

Geometry as ORCA input:
```
! wB97M-V def2-TZVPD RIJCOSX def2/J DEFGRID3
* xyz 2 6
H -4.4508 -0.5629 -0.2633
C -4.6008 0.7141 -0.6727
H -4.8915 1.5157 -1.3707
H -4.9212 1.0261 0.3339
C -3.5166 -0.0069 -1.0194
O 1.2739 -1.5004 -0.9492
C 1.8622 -0.7150 -0.1473
O 1.2276 0.2509 0.3684
Pm -0.9377 -0.4790 -0.7690
O 3.1377 -0.9130 0.0835
C 3.8180 0.0050 0.9441
H 3.7837 1.0161 0.5233
H 3.3644 -0.0032 1.9416
H 4.8510 -0.3475 0.9966
*
```

Mulliken atomic charge list, values in e, 4 entries: 0.312, -0.483, 0.327, 0.344

The following is a quantum chemistry calculation of 2 unconnected molecules or ions with the total composition C5H13N, from OMol25.

Output
SMILES: CC(C)C.C=N
HOMO-LUMO gap (eV): 11.11
E_LUMO (eV): 1.041
HOMO (eV): -10.073

Geometry as ORCA input:
```
! wB97M-V def2-TZVPD RIJCOSX def2/J DEFGRID3
* xyz 0 1
C -1.1639 1.3118 -0.7644
C -0.2851 0.0807 -0.5653
C 0.8284 0.0449 -1.6100
C -1.1175 -1.1976 -0.6380
H -0.5702 2.2232 -0.7160
H -1.6470 1.2859 -1.7416
H -1.9369 1.3623 0.0010
H 0.2579 0.1806 0.4555
H 0.4082 -0.0086 -2.6150
H 1.4428 0.9425 -1.5601
H 1.4685 -0.8234 -1.4676
H -0.4924 -2.0726 -0.4701
H -1.5798 -1.2958 -1.6207
H -1.9072 -1.1881 0.1120
C 0.8489 -0.2008 2.6830
N 1.9727 -0.1393 2.1236
H 0.7102 -0.2131 3.7730
H -0.0153 -0.1793 1.8685
H 2.7777 -0.1134 2.7522
*
```

Mulliken atomic charge list, values in e, 4 entries: -1.457, 1.650, -1.595, -1.400

The following is a quantum chemistry calculation of 3 unconnected molecules or ions with the total composition C27H60IN3O4P, from OMol25.

Output
Expectation value of S²: 0.75
HOMO-LUMO gap (eV): 8.57
E_LUMO (eV): 0.416
HOMO (eV): -8.156

Geometry as ORCA input:
```
! wB97M-V def2-TZVPD RIJCOSX def2/J DEFGRID3
* xyz 0 2
C -1.2062 -1.7593 -0.1389
C -2.4738 -1.5616 -0.9477
O -2.9499 -0.2121 -0.7428
P -3.9895 0.3344 -1.8309
O -4.1435 -0.5296 -3.0053
C -3.4164 1.9902 -2.2793
C -1.8849 2.1190 -2.3318
C -1.2726 3.0912 -1.2991
I -1.6480 5.0710 -2.1346
C 0.2281 2.8194 -1.2060
C 1.0368 3.5695 -0.1264
C 2.2570 2.6853 0.2741
C 1.5952 4.8955 -0.6376
N 0.1973 3.8104 1.0847
O -0.0121 5.0262 1.4081
C -0.9515 2.8980 1.2873
C -1.6983 3.3257 2.5570
C -0.4648 1.4625 1.5250
C -1.9210 3.0237 0.0999
O -5.3599 0.4959 -1.0358
C -5.3709 1.1272 0.2627
C -5.8832 2.5688 0.1855
H -0.4606 -1.0248 -0.4417
H -0.7880 -2.7393 -0.3648
H -1.3859 -1.6764 0.9287
H -2.2596 -1.7414 -1.9956
H -3.2280 -2.2642 -0.5986
H -3.8582 2.1447 -3.2592
H -3.8445 2.7343 -1.6098
H -1.3855 1.1530 -2.2547
H -1.6284 2.5014 -3.3172
H 0.7017 3.0162 -2.1680
H 0.3070 1.7432 -1.0492
H 2.1861 2.3717 1.3117
H 2.3074 1.7804 -0.3326
H 3.1961 3.2098 0.1242
H 0.8276 5.6386 -0.8105
H 2.2878 5.2983 0.0961
H 2.1324 4.7030 -1.5637
H -0.9830 3.4866 3.3592
H -2.2968 4.2165 2.4065
H -2.3554 2.5093 2.8606
H -1.3095 0.7919 1.3790
H 0.3103 1.1606 0.8310
H -0.1110 1.3586 2.5472
H -2.6195 2.1954 0.1727
H -2.4816 3.9394 0.2658
H -6.0211 0.5148 0.8805
H -4.3817 1.0961 0.7138
H -6.3165 2.7303 -0.7974
H -5.0711 3.2758 0.3369
H -6.6360 2.7393 0.9484
C 4.6063 1.7132 3.6076
C 5.6198 1.3001 2.5510
N 6.1722 2.4226 1.8178
C 6.9068 2.0308 0.6284
C 8.1879 1.2062 0.8047
C 6.7776 3.4646 2.6296
C 7.9243 3.0697 3.5701
H 3.8180 2.3269 3.1691
H 4.1451 0.8253 4.0419
H 5.0631 2.2731 4.4242
H 5.1132 0.6540 1.8282
H 6.3914 0.6775 3.0322
H 7.1413 2.9375 0.0642
H 6.2161 1.4611 -0.0019
H 9.0142 1.8078 1.1807
H 8.4969 0.8005 -0.1606
H 8.0411 0.3634 1.4807
H 5.9876 3.9237 3.2286
H 7.1168 4.2538 1.9545
H 7.6997 2.1582 4.1256
H 8.0891 3.8642 4.3003
H 8.8629 2.9198 3.0390
C -2.9547 -8.4791 -3.6872
C -2.8734 -8.1259 -2.2100
N -2.0766 -6.9411 -1.9509
C -1.7490 -6.7587 -0.5491
C -2.8935 -6.4907 0.4369
C -2.4789 -5.7450 -2.6707
C -3.9160 -5.2397 -2.4875
H -1.9570 -8.5681 -4.1185
H -3.4669 -9.4341 -3.8093
H -3.5120 -7.7361 -4.2582
H -2.3994 -8.9565 -1.6801
H -3.8968 -8.0491 -1.8084
H -1.0202 -5.9460 -0.4775
H -1.2189 -7.6591 -0.2231
H -3.2882 -5.4795 0.3425
H -2.5283 -6.6015 1.4599
H -3.7171 -7.1929 0.3064
H -2.3125 -5.9207 -3.7360
H -1.7779 -4.9492 -2.4040
H -4.6484 -6.0454 -2.5529
H -4.1540 -4.5185 -3.2713
H -4.0546 -4.7314 -1.5341
*
```

Mulliken atomic charge list, values in e, 4 entries: -0.999, -0.327, -0.084, 0.633

The following is a quantum chemistry calculation of a molecular structure, C31H42AsBN12O4PS2Y, from OMol25.

Output
HOMO-LUMO gap (eV): 7.97
E_LUMO (eV): 0.323
HOMO (eV): -7.650

Geometry as ORCA input:
```
! wB97M-V def2-TZVPD RIJCOSX def2/J DEFGRID3
* xyz 0 1
Y -0.1865 0.2915 0.0876
C 2.6868 -1.0204 2.8887
C 1.3074 -0.7254 3.3559
C 0.8482 -0.8000 4.6760
C -0.3906 -0.2055 4.6470
N -0.6477 0.1847 3.3864
N 0.3727 -0.1797 2.5775
B -1.7089 1.2180 2.9384
N -1.0058 2.3239 2.0978
C -1.4164 3.6032 2.0533
C -0.4155 4.3624 1.4969
C 0.6111 3.4524 1.2128
C 1.9615 3.7544 0.6647
N 0.2331 2.2228 1.5610
N -2.7781 0.5228 2.1031
C -4.0747 0.3489 2.3891
C -4.6555 -0.3292 1.3458
C -3.6225 -0.5491 0.4282
C -3.7910 -1.2351 -0.8761
N -2.4785 -0.0386 0.9015
N -2.2467 1.9346 4.1640
C -1.4547 2.6563 4.9965
C -2.2553 3.4687 5.7540
C -3.5615 3.1932 5.3050
C -4.8484 3.8037 5.7330
N -3.5285 2.2812 4.3529
H 3.3844 -0.4027 3.4517
H 2.7720 -0.7661 1.8385
H 2.9568 -2.0625 3.0543
H 1.3697 -1.2053 5.5182
H -1.0849 -0.0398 5.4439
H -2.3818 3.9014 2.4174
H -0.4130 5.4205 1.3292
H 2.4977 4.4066 1.3547
H 1.8800 4.2640 -0.2946
H 2.5231 2.8330 0.5296
H -4.4798 0.7647 3.2888
H -5.6778 -0.6192 1.2304
H -4.8212 -1.1435 -1.2118
H -3.5546 -2.2951 -0.7990
H -3.1309 -0.8111 -1.6250
H -0.3899 2.5427 4.9934
H -1.9479 4.1672 6.5056
H -5.0281 3.6355 6.7927
H -5.6600 3.3658 5.1595
H -4.8335 4.8784 5.5601
O -0.9412 2.2223 -0.8619
N -0.5368 2.5721 -2.0589
C -1.3764 3.3057 -2.8053
C -1.0403 3.7340 -4.0631
C 0.2131 3.3905 -4.5740
C 1.0650 2.6363 -3.8028
C 0.6937 2.2092 -2.5232
S 1.7442 1.2638 -1.5546
H -2.3144 3.5311 -2.3181
H -1.7448 4.3217 -4.6293
H 0.5081 3.7153 -5.5592
H 2.0401 2.3471 -4.1603
N -0.9594 -0.2885 -1.9955
C -1.0606 -0.1827 -3.1573
C -1.1660 -0.0749 -4.5065
C -2.4188 0.0782 -5.1026
N -3.4538 0.2133 -5.5873
C -0.0102 -0.1079 -5.2809
N 0.9633 -0.1415 -5.8984
C -1.0582 -6.5506 -0.8226
As -0.8416 -5.2577 -2.2878
C -2.1438 -5.8952 -3.6035
C 0.8938 -5.6813 -3.0709
S -1.3590 -3.3119 -1.7645
H -1.2998 -7.5312 -1.2317
H -1.8717 -6.2132 -0.1765
H -0.1364 -6.6133 -0.2452
H -2.0141 -6.9593 -3.7940
H -2.0205 -5.3400 -4.5337
H -3.1502 -5.7091 -3.2236
H 0.9493 -6.7522 -3.2608
H 1.6756 -5.3799 -2.3763
H 1.0162 -5.1329 -4.0053
C 3.6801 -2.1083 -0.1806
O 2.3999 -1.4803 -0.2000
P 1.0604 -2.2286 -0.8437
O 1.6679 -2.8318 -2.2063
C 2.2633 -1.9741 -3.1737
O 1.1500 -3.6778 -0.0986
C 0.4862 -3.7368 1.1515
H 4.4247 -1.3192 -0.2882
H 3.7745 -2.8271 -0.9939
H 3.8269 -2.6333 0.7635
H 2.8956 -2.6120 -3.7931
H 2.8713 -1.2027 -2.6967
H 1.5113 -1.4902 -3.7989
H 0.6649 -4.7295 1.5656
H -0.5902 -3.5741 1.0181
H 0.8761 -2.9763 1.8332
*
```

Mulliken atomic charge list, values in e, 4 entries: 0.439, -0.763, 0.397, -1.962

The following is a quantum chemistry calculation of 2 unconnected molecules or ions with the total composition C6H8N2, from OMol25.

Output
SMILES: [H]/N=C\C=C.N=c1cc1
HOMO-LUMO gap (eV): 9.77
E_LUMO (eV): 0.755
HOMO (eV): -9.015

Geometry as ORCA input:
```
! wB97M-V def2-TZVPD RIJCOSX def2/J DEFGRID3
* xyz 0 1
H -2.4471 0.9081 0.7529
N -1.6050 1.5207 0.7702
C -1.1742 1.6884 -0.4202
C -1.5806 1.0293 -1.6698
C -0.5928 0.8415 -2.4888
H -0.3344 2.4187 -0.5006
H -2.6279 0.7987 -1.5950
H -0.9030 0.3505 -3.4156
H 0.4017 1.1678 -2.1939
N 0.8247 -0.8069 0.1706
C 1.4283 -1.4665 1.0913
C 2.1457 -1.4985 2.3112
C 1.4164 -2.6042 1.9591
H 1.1762 0.2168 0.0973
H 2.6389 -0.9606 3.0979
H 1.2329 -3.6038 2.0336
*
```

Mulliken atomic charge list, values in e, 4 entries: 0.217, -0.588, -0.175, 0.057